(1)
Below is a cluster of 5 separate species, C33H73FN3O6 in total in a non-equilibrium geometry, with properties calculated with wB97M-V/def2-TZVPD.

Calculated total energy ... -54864.9126 eV
Charge ... +1
M ... 626.96 g mol⁻¹
LUMO level ... -3.4 eV
F_max ... 5.936 eV/Å
ΔE to the lowest compared entry with this formula, charge and spin ... 408.77 kJ/mol
Frontier orbital gap ... 7.37 eV

Each line ends with the Mulliken charge.
Atoms and positions in Å:
C 3.338 0.768 -0.960  -1.22
C 2.884 -0.401 -1.968  0.00
C 4.058 -1.424 -2.414  1.22
C 3.267 -2.826 -2.516  -0.98
C 2.114 -2.765 -3.664  -0.15
C 0.610 -2.686 -3.036  0.19
C -0.503 -2.962 -4.168  -0.77
C -0.649 -1.752 -5.231  -0.52
C -1.700 -0.604 -4.753  -0.22
C -0.975 0.701 -4.145  0.30
C -1.941 1.641 -3.251  -0.68
C -2.725 0.847 -2.084  -0.02
O -2.338 1.356 -0.748  -0.44
C -1.792 0.208 -0.038  0.09
C 5.339 -1.337 -1.422  -1.07
N 6.170 -0.260 -2.124  -0.34
C 5.515 0.040 -3.425  0.06
N 5.548 1.160 -4.152  -0.03
C 4.804 1.345 -5.430  -0.52
C 3.570 2.388 -5.225  0.58
O 3.196 2.808 -4.112  -0.39
F 2.892 2.801 -6.418  -0.24
N 4.789 -1.202 -3.696  -0.32
H 3.753 0.407 0.042  0.22
H 4.102 1.437 -1.511  0.15
H 2.448 1.467 -0.713  0.43
H 2.387 0.031 -2.906  -0.20
H 2.103 -1.039 -1.402  0.36
H 2.855 -3.185 -1.494  0.39
H 4.012 -3.650 -2.856  0.33
H 2.264 -3.684 -4.332  0.34
H 2.201 -1.844 -4.348  -0.09
H 0.480 -1.572 -2.737  -0.51
H 0.517 -3.344 -2.106  0.38
H -0.360 -3.951 -4.735  0.38
H -1.518 -3.041 -3.623  0.33
H 0.348 -1.293 -5.557  0.13
H -1.120 -2.222 -6.180  0.36
H -2.222 -0.255 -5.729  0.38
H -2.524 -1.035 -4.077  -0.12
H -0.654 1.355 -5.046  0.35
H -0.034 0.366 -3.571  -0.52
H -2.659 2.278 -3.895  0.36
H -1.258 2.403 -2.709  0.28
H -2.526 -0.277 -2.064  0.33
H -3.843 1.113 -2.187  -0.02
H -2.525 -0.666 0.078  0.26
H -1.444 0.480 1.030  -0.26
H -0.868 -0.137 -0.653  0.02
H 5.999 -2.271 -1.506  0.36
H 5.149 -1.208 -0.305  0.24
H 6.088 0.506 -1.415  0.42
H 6.093 1.981 -3.816  0.31
H 5.523 1.756 -6.234  0.40
H 4.339 0.394 -5.855  0.21
H 4.261 -1.278 -4.575  0.43
C -7.343 -2.422 -1.361  -1.07
C -7.192 -0.937 -1.644  -0.33
O -6.121 -0.637 -2.530  -0.37
C -6.210 -1.185 -3.839  0.01
C -7.419 -0.697 -4.617  -1.23
H -6.391 -2.854 -1.041  0.29
H -8.089 -2.587 -0.579  0.39
H -7.667 -2.967 -2.252  0.26
H -6.966 -0.423 -0.706  0.34
H -8.127 -0.508 -2.016  0.30
H -6.182 -2.279 -3.797  0.32
H -5.304 -0.871 -4.365  0.07
H -8.350 -1.072 -4.185  0.29
H -7.371 -1.040 -5.653  0.41
H -7.471 0.395 -4.607  0.32
C -1.264 1.650 4.354  -1.11
C -0.680 0.274 4.629  -0.14
O 0.532 0.025 3.927  -0.40
C 1.624 0.883 4.229  0.08
C 2.068 0.808 5.680  -1.21
H -1.351 1.825 3.278  0.13
H -2.253 1.742 4.810  0.45
H -0.632 2.440 4.765  0.28
H -1.394 -0.482 4.291  0.26
H -0.540 0.111 5.703  0.34
H 1.390 1.913 3.940  0.10
H 2.453 0.562 3.592  0.22
H 1.308 1.215 6.351  0.30
H 2.986 1.381 5.828  0.44
H 2.245 -0.229 5.977  0.29
C 2.722 6.360 3.611  -1.18
C 2.721 4.997 2.939  -0.21
O 1.424 4.553 2.565  -0.34
C 0.727 5.354 1.620  -0.39
C 1.431 5.456 0.279  -0.86
H 2.009 6.383 4.439  0.31
H 3.718 6.595 3.993  0.41
H 2.438 7.150 2.912  0.27
H 3.108 4.258 3.646  0.30
H 3.394 4.982 2.074  0.29
H 0.525 6.346 2.038  0.34
H -0.245 4.877 1.471  0.30
H 2.365 6.019 0.360  0.31
H 0.796 5.969 -0.448  0.39
H 1.680 4.463 -0.105  0.07
C -1.639 -3.615 5.705  -1.16
C -0.362 -3.310 6.470  -0.22
O -0.585 -2.582 7.669  -0.38
C -1.384 -3.218 8.658  -0.33
C -0.786 -4.515 9.174  -1.04
H -2.223 -2.704 5.548  0.28
H -1.405 -4.058 4.734  0.38
H -2.271 -4.321 6.249  0.36
H 0.279 -2.684 5.844  0.20
H 0.202 -4.225 6.678  0.34
H -2.401 -3.373 8.283  0.30
H -1.463 -2.513 9.490  0.32
H -0.780 -5.288 8.400  0.26
H -1.367 -4.894 10.018  0.39
H 0.248 -4.365 9.493  0.29


(2)
Below is a cluster of 2 separate species, C2H3BrOS in total in a non-equilibrium geometry, with properties calculated with wB97M-V/def2-TZVPD.

Calculated total energy ... -85046.2923 eV
Charge ... 0
M ... 155.02 g mol⁻¹
LUMO level ... -0.3 eV
F_max ... 4.328 eV/Å
Structure (SMILES) ... C=C=O.SBr
ΔE to the lowest compared entry with this formula, charge and spin ... 111.85 kJ/mol
Frontier orbital gap ... 8.99 eV

Each line ends with the Mulliken charge.
Atoms and positions in Å:
C 1.414 -0.804 0.832  -0.89
C 1.113 -0.045 1.809  0.76
O 0.839 0.688 2.656  -0.35
H 2.309 -0.734 0.309  0.26
H 0.736 -1.658 0.471  0.23
S -2.242 1.431 0.065  -0.15
Br -1.677 0.719 -1.905  -0.03
H -1.152 1.001 0.831  0.16


(3)
Below is the molecule C5H10O2, with properties calculated with wB97M-V/def2-TZVPD.

Calculated total energy ... -9437.9888 eV
Charge ... 0
M ... 102.13 g mol⁻¹
LUMO level ... 0.7 eV
F_max ... 0.401 eV/Å
ΔE to the lowest compared entry with this formula, charge and spin ... 487.66 kJ/mol
Frontier orbital gap ... 9.26 eV

Each line ends with the Mulliken charge.
Atoms and positions in Å:
C 2.391 -0.447 0.734  -0.75
O 1.039 -0.113 0.524  -0.34
C 0.740 0.166 -0.846  -0.22
C -0.618 0.614 -1.193  -1.03
C -2.099 -0.600 -0.244  -1.02
C -1.548 0.894 -0.121  0.49
O -1.173 1.245 1.184  -0.61
H 2.668 -1.353 0.175  0.28
H 2.520 -0.633 1.802  0.25
H 3.060 0.372 0.427  0.32
H 1.356 1.013 -1.209  0.42
H 1.036 -0.699 -1.462  0.43
H -1.487 -1.289 -0.840  0.27
H -3.100 -0.601 -0.675  0.35
H -2.113 -0.963 0.785  0.32
H -2.360 1.570 -0.396  0.39
H -0.314 0.825 1.356  0.45


(4)
Below is a cluster of 7 separate species, C17H22Cl6O15 in total in a non-equilibrium geometry, with properties calculated with wB97M-V/def2-TZVPD.

Calculated total energy ... -123819.7949 eV
Charge ... +1
M ... 679.07 g mol⁻¹
LUMO level (spin up / spin down) ... -3.3 / -9.7 eV
F_max ... 5.487 eV/Å
Spin multiplicity ... 2
⟨S²⟩ ... 0.761
Frontier orbital gap (spin up / spin down) ... 9.65 / 3.23 eV

Each line ends with the Löwdin spin population.
Atoms and positions in Å:
C 0.633 1.168 -5.006  0.00
Cl 1.874 0.843 -3.724  0.00
Cl -0.787 1.949 -4.285  0.00
Cl 0.150 -0.330 -5.932  0.00
H 0.970 1.971 -5.661  0.00
C 0.910 -1.036 -0.999  0.00
Cl 0.909 -2.368 0.210  0.00
Cl 0.649 0.471 -0.126  0.00
Cl -0.172 -1.358 -2.306  0.00
H 1.859 -1.089 -1.533  0.00
C -0.690 -3.254 3.167  0.00
C -1.665 -4.342 3.187  0.00
O -2.834 -3.544 3.070  0.00
C -2.620 -2.350 2.605  0.00
O -3.478 -1.574 2.164  0.05
O -1.352 -2.099 2.691  0.00
H -0.018 -3.631 2.396  0.00
H -0.218 -3.085 4.135  0.00
H -1.675 -4.969 4.078  0.00
H -1.658 -5.063 2.369  0.00
C -2.831 0.512 -0.601  0.04
C -3.374 0.347 -2.063  0.01
O -4.669 -0.074 -1.892  0.01
C -4.919 -0.065 -0.559  0.04
O -5.962 -0.488 -0.064  0.64
O -3.919 0.506 0.182  0.15
H -2.254 1.420 -0.423  0.02
H -2.189 -0.362 -0.494  0.01
H -2.801 -0.248 -2.774  0.00
H -3.485 1.217 -2.710  0.01
C 6.724 -2.986 -2.766  0.00
C 6.766 -3.691 -1.403  0.00
O 5.862 -3.032 -0.554  0.00
C 5.149 -2.245 -1.258  0.00
O 4.102 -1.751 -0.882  0.00
O 5.704 -2.058 -2.498  0.00
H 6.329 -3.581 -3.589  0.00
H 7.467 -2.273 -3.124  0.00
H 7.790 -3.899 -1.091  0.00
H 6.412 -4.716 -1.510  0.00
C 0.131 3.810 -1.010  0.00
C 0.332 4.790 0.141  0.00
O -0.818 4.724 0.866  0.00
C -1.827 4.392 0.026  0.00
O -3.040 4.409 0.384  0.00
O -1.286 3.839 -1.120  0.00
H 0.477 2.801 -0.787  0.00
H 0.640 4.133 -1.919  0.00
H 0.377 5.811 -0.240  0.00
H 1.152 4.509 0.801  0.00
C -2.248 1.756 3.303  0.00
C -1.129 1.647 2.301  0.00
O 0.029 1.847 3.029  0.00
C -0.270 2.029 4.341  0.00
O 0.573 2.265 5.150  0.00
O -1.592 2.168 4.434  0.00
H -2.719 0.790 3.485  0.00
H -2.993 2.491 2.997  0.00
H -1.170 2.317 1.442  0.00
H -1.308 0.631 1.949  0.00